[1]
{"formula": "C3H5NO2", "method": "ωB97M-V with the def2-TZVPD basis set", "species": ["H", "N", "C", "C", "O", "C", "O", "H", "H", "H", "H"], "xyz": [[0.086101, 2.299964, -0.196402], [-0.704623, 1.691623, 0.019040], [-0.314130, 0.524035, 0.257173], [-1.201308, -0.616847, 0.631037], [1.065101, 0.197693, 0.287495], [1.542078, -0.434694, -0.802924], [0.906759, -0.689630, -1.787774], [-0.978421, -0.936860, 1.654167], [-1.032667, -1.464769, -0.039374], [-2.241691, -0.297192, 0.567805], [2.602770, -0.674076, -0.649058]], "atomic_forces_ev_per_a": [[-0.07, -0.01, 0.01], [0.25, -0.34, 0.07], [-0.36, 0.27, 0.01], [-0.05, 0.00, -0.02], [0.04, 0.00, -0.08], [-0.15, -0.14, -0.37], [0.28, 0.08, 0.44], [0.00, 0.03, -0.13], [-0.01, 0.13, 0.08], [0.15, -0.04, 0.01], [-0.09, 0.03, -0.03]], "homo_ev": -10.8, "relative_energy_kcal_mol": 18.8, "mol_weight_g_mol": 87.08, "orbital_gap_ev": 11.70, "smiles": "[H]/N=C(/C)OC=O", "multiplicity": 1}

***

[2]
{"formula": "C4H6FNS", "method": "ωB97M-V with the def2-TZVPD basis set", "species": ["C", "S", "C", "N", "C", "C", "F", "H", "H", "H", "H", "H", "H"], "xyz": [[1.256773, -1.211817, -0.051994], [1.756393, 0.493674, 0.211431], [0.595468, 1.356117, -1.038811], [-0.747941, 1.007920, -0.846172], [-1.323298, 0.519186, 0.140453], [-1.904764, -0.092697, 1.124329], [-2.581325, 0.583057, 2.057775], [0.143474, -1.200570, -0.012581], [1.563763, -1.902042, 0.867792], [1.814113, -1.640371, -0.939583], [0.681926, 2.383954, -0.831725], [0.895035, 0.861578, -2.069655], [-2.149617, -1.157989, 1.388742]], "atomic_forces_ev_per_a": [[0.64, -1.68, 1.30], [-0.11, 0.85, -0.13], [1.74, -4.05, -0.45], [-2.96, -0.88, 1.32], [1.86, 0.70, -2.12], [-1.35, -2.02, 1.09], [-0.36, 1.45, 0.88], [1.01, -0.64, -0.74], [-0.44, 1.78, -1.76], [-1.31, 0.38, 0.77], [0.62, 1.34, -0.53], [-0.46, 1.92, 1.80], [1.10, 0.84, -1.43]], "homo_ev": -8.8, "relative_energy_kcal_mol": 74.5, "mol_weight_g_mol": 119.16, "orbital_gap_ev": 9.13, "smiles": "CSCN=C=CF", "multiplicity": 1}

***

[3]
{"formula": "C3H8N4O", "method": "ωB97M-V with the def2-TZVPD basis set", "species": ["H", "N", "C", "C", "N", "N", "N", "C", "O", "H", "H", "H", "H", "H", "H", "H"], "xyz": [[0.518073, -2.213665, 0.340028], [-0.306942, -1.535648, 0.245211], [-0.006546, -0.366828, -0.187765], [-1.065535, 0.752170, -0.473338], [-2.335959, 0.552841, -0.351490], [-3.037630, -0.385683, 0.461002], [1.312410, 0.127630, -0.340766], [1.918357, 1.151783, 0.532997], [2.049856, -1.164744, -0.262120], [-1.066853, 1.785665, -0.906332], [-4.039055, -0.581539, -0.294662], [-2.476866, -1.273712, 0.213530], [2.706054, 1.569656, -0.123042], [1.183196, 1.973120, 0.709546], [2.253036, 0.845004, 1.563044], [2.394400, -1.236052, -1.125846]], "atomic_forces_ev_per_a": [[-1.51, 1.87, -0.14], [0.02, -0.12, -1.00], [-0.69, 1.85, 1.90], [-2.02, -1.80, 0.30], [-0.80, 1.56, 1.26], [-0.97, -2.67, -5.82], [0.48, -2.83, -0.16], [-0.39, 0.58, -0.28], [0.53, 2.18, 1.51], [1.84, -1.22, -0.03], [3.62, 0.90, 3.28], [-1.01, 0.85, 1.39], [0.00, -0.09, 1.04], [0.29, -0.70, -0.38], [-0.17, -0.24, -1.23], [0.78, -0.12, -1.63]], "homo_ev": -8.9, "relative_energy_kcal_mol": 151.8, "mol_weight_g_mol": 116.12, "orbital_gap_ev": 9.58, "smiles": "[H]/N=C(/C=N\\N)N(C)O", "multiplicity": 1}

***

[4]
{"formula": "C4H12N4", "method": "ωB97M-V with the def2-TZVPD basis set", "species": ["C", "C", "C", "C", "N", "N", "N", "N", "H", "H", "H", "H", "H", "H", "H", "H", "H", "H", "H", "H"], "xyz": [[-0.479159, 0.975491, -1.855608], [0.114213, -0.541866, 0.587513], [-1.880143, 0.924912, -2.205438], [0.740674, -1.037987, 1.943804], [0.391801, 0.629653, 0.123243], [0.337582, 1.757962, -2.369625], [-0.599262, -1.581944, 0.116547], [1.522657, -0.069395, 2.781749], [-2.443589, 1.413317, -1.304067], [-2.281412, -0.136384, -2.232401], [-2.072019, 1.410396, -3.124764], [-0.145527, -1.264438, 2.598455], [1.251479, -2.069867, 1.970322], [0.283842, 2.263382, -3.278111], [1.338523, 1.933473, -1.909058], [-0.607492, -2.475545, 0.645116], [-1.136257, -1.356248, -0.675041], [2.412941, -0.181822, 2.348915], [1.632330, -0.411615, 3.723843], [1.209695, 0.870101, 2.754782]], "atomic_forces_ev_per_a": [[0.27, -0.03, 4.07], [1.33, -0.99, 0.56], [-1.74, -2.03, 2.62], [-2.31, -1.09, 1.81], [-1.53, -0.47, -2.51], [5.19, 1.67, -0.10], [0.91, 0.24, 1.25], [0.54, -2.08, -1.47], [0.94, -0.62, -1.64], [0.43, 1.21, -0.13], [-0.34, 0.64, -0.98], [0.43, 0.29, -0.79], [-0.21, 1.86, -0.76], [-0.65, -0.51, 0.62], [-2.74, -0.72, -1.01], [-0.47, 1.01, -1.11], [-0.90, -0.69, -0.98], [1.57, 0.96, -0.09], [-0.22, -0.04, 0.72], [-0.50, 1.38, -0.08]], "homo_ev": [-17.8, -17.8], "relative_energy_kcal_mol": 71.6, "mol_weight_g_mol": 116.17, "orbital_gap_ev": [8.95, 8.95], "multiplicity": 1, "charge": 2}

***

[5]
{"formula": "C5H6O2", "method": "ωB97M-V with the def2-TZVPD basis set", "species": ["O", "C", "C", "C", "C", "C", "O", "H", "H", "H", "H", "H", "H"], "xyz": [[-1.379207, 0.308081, -1.879960], [-1.550069, -0.424667, -0.684322], [-0.343625, -0.244621, 0.175648], [1.086387, -0.363122, -0.161855], [1.515297, 0.100453, 1.235494], [0.082486, 0.622694, 1.114219], [1.626821, -0.246663, -1.242880], [-0.478577, 0.130990, -2.194850], [-1.718621, -1.494527, -0.886553], [-2.442979, -0.042637, -0.180479], [2.377669, 0.768681, 1.270036], [1.583814, -0.673066, 2.005614], [-0.359396, 1.558406, 1.429888]], "atomic_forces_ev_per_a": [[0.17, -0.03, -0.22], [-0.11, -0.07, 0.31], [0.00, 0.36, -0.13], [0.24, -0.09, -0.48], [0.17, 0.08, 0.04], [-0.31, 0.06, 0.12], [0.04, -0.61, 0.25], [-0.13, 0.07, -0.06], [0.09, 0.19, 0.04], [0.10, -0.01, -0.10], [-0.25, 0.12, -0.01], [0.10, 0.11, -0.25], [-0.11, -0.18, 0.49]], "homo_ev": -9.7, "relative_energy_kcal_mol": 52.1, "mol_weight_g_mol": 98.10, "orbital_gap_ev": 10.43, "multiplicity": 1}

***

[6]
{"formula": "C28H58N2O12Si", "method": "ωB97M-V with the def2-TZVPD basis set", "species": ["C", "C", "Si", "C", "C", "O", "N", "C", "C", "N", "C", "C", "O", "C", "C", "O", "H", "H", "H", "H", "H", "H", "H", "H", "H", "H", "H", "H", "H", "H", "H", "H", "C", "O", "C", "C", "O", "C", "C", "O", "C", "H", "H", "H", "H", "H", "H", "H", "H", "H", "H", "H", "H", "H", "H", "C", "O", "C", "C", "O", "C", "C", "O", "C", "H", "H", "H", "H", "H", "H", "H", "H", "H", "H", "H", "H", "H", "H", "C", "O", "C", "C", "O", "C", "C", "O", "C", "H", "H", "H", "H", "H", "H", "H", "H", "H", "H", "H", "H", "H", "H"], "xyz": [[4.866657, 2.976366, 3.418054], [4.529305, 3.296594, 2.282462], [3.777703, 3.320558, 0.522021], [4.677200, 4.662412, -0.485989], [5.902309, 3.978712, -1.218223], [5.723661, 3.622599, -2.378963], [7.220525, 3.750759, -0.643113], [7.316761, 2.463129, 0.084779], [7.715772, 4.899452, 0.152819], [2.022003, 3.575255, 0.718181], [1.265403, 2.309767, 0.678230], [1.233139, 1.294730, -0.522509], [0.641421, 2.007544, 1.681515], [1.477971, 4.577788, -0.180034], [1.655219, 6.137780, 0.106081], [0.821177, 4.273225, -1.173056], [4.905940, 2.676805, 4.497799], [4.020714, 2.034763, -0.163219], [5.056835, 5.532969, 0.143054], [4.030877, 5.141930, -1.291409], [8.416415, 2.182101, 0.143574], [6.762858, 1.623876, -0.436978], [6.941241, 2.537370, 1.159488], [7.764316, 4.692518, 1.274455], [8.802950, 5.057992, -0.155732], [7.172237, 5.865715, -0.061755], [1.584598, 0.254719, -0.228812], [0.167563, 1.204694, -0.900365], [1.849305, 1.683608, -1.390931], [1.064353, 6.691079, -0.677813], [1.133251, 6.347602, 1.096910], [2.739800, 6.448666, 0.142008], [-5.977867, -1.708149, -0.227232], [-5.382481, -1.147386, 0.928702], [-4.722274, -2.119067, 1.730092], [-3.553176, -1.497298, 2.478443], [-2.407403, -1.261360, 1.662160], [-2.506882, -0.196441, 0.716941], [-2.509870, 1.187436, 1.350010], [-3.786729, 1.479163, 1.909047], [-3.706280, 2.357781, 3.012758], [-6.797464, -2.376372, 0.053967], [-6.370830, -0.892303, -0.834296], [-5.233802, -2.248408, -0.821401], [-4.353328, -2.944528, 1.108361], [-5.453659, -2.510464, 2.446612], [-3.223884, -2.214729, 3.235714], [-3.848903, -0.593679, 3.012495], [-3.358690, -0.341513, 0.050978], [-1.608450, -0.277793, 0.097972], [-2.308483, 1.943100, 0.580333], [-1.728793, 1.237670, 2.114488], [-3.042271, 1.950619, 3.783172], [-4.704528, 2.454706, 3.441818], [-3.355218, 3.344293, 2.693872], [11.628320, -1.126619, 0.605033], [10.670381, -1.620105, -0.311520], [11.208226, -2.602211, -1.189816], [10.134088, -3.590812, -1.616383], [9.797820, -4.545291, -0.610227], [9.056347, -4.058088, 0.507338], [7.615963, -3.695830, 0.176017], [7.556435, -2.441196, -0.492594], [6.451809, -2.347302, -1.371401], [12.407537, -0.567604, 0.077568], [11.116599, -0.461671, 1.301270], [12.072660, -1.946214, 1.178706], [12.026149, -3.147708, -0.702674], [11.600824, -2.080559, -2.069909], [10.534201, -4.178242, -2.447659], [9.244328, -3.084591, -1.991990], [9.580101, -3.236662, 0.997873], [9.035986, -4.886689, 1.221175], [7.039791, -3.600978, 1.104529], [7.175745, -4.487115, -0.440474], [6.470863, -3.163310, -2.101969], [6.528295, -1.404300, -1.914296], [5.513019, -2.363109, -0.808655], [-12.705878, -3.556526, 0.865395], [-12.148585, -2.450635, 0.181415], [-10.888648, -2.056822, 0.712330], [-10.015840, -1.441124, -0.370083], [-9.442423, -2.397766, -1.260990], [-10.335469, -3.021670, -2.183242], [-10.832447, -2.091114, -3.280044], [-11.847763, -1.227526, -2.782630], [-11.885335, 0.012753, -3.459914], [-12.960974, -3.279616, 1.893065], [-13.611452, -3.856852, 0.337932], [-12.011540, -4.402867, 0.862416], [-10.367704, -2.919048, 1.147394], [-11.076766, -1.318342, 1.499737], [-9.165136, -0.960377, 0.121879], [-10.541698, -0.658781, -0.918093], [-11.158125, -3.512500, -1.661846], [-9.749451, -3.814012, -2.658082], [-11.273754, -2.684050, -4.090459], [-9.989244, -1.514035, -3.675270], [-10.910694, 0.510511, -3.408883], [-12.617461, 0.648779, -2.961066], [-12.184022, -0.128104, -4.503420]], "atomic_forces_ev_per_a": [[-1.06, 0.09, -0.06], [0.03, -0.94, 0.45], [0.89, 0.82, 1.46], [0.91, 1.19, -0.29], [-0.26, -0.34, -2.10], [0.04, 0.25, 1.96], [-1.75, 0.74, 0.91], [0.64, -0.70, 0.53], [1.50, 0.16, 0.36], [0.18, 0.44, -1.62], [-1.48, -1.80, 1.19], [0.37, 0.67, -0.89], [1.05, 0.73, -1.42], [-0.85, 0.88, -1.58], [-0.45, -0.91, 0.77], [0.77, 0.00, 1.80], [0.31, 0.58, -1.78], [-0.12, 0.02, 0.25], [-0.61, -1.26, -0.41], [0.81, -0.92, 0.85], [-1.34, 0.22, -0.12], [0.68, 1.14, 0.41], [0.31, -0.04, -1.24], [-0.48, 0.29, -1.29], [-1.33, -0.04, 0.38], [0.50, -1.20, 0.22], [-0.38, 1.47, -0.06], [1.21, 0.24, 0.66], [-0.69, -0.57, 1.00], [0.94, -0.76, 0.66], [0.97, -0.23, -1.07], [-1.29, -0.27, 0.07], [-0.02, 0.17, 0.30], [0.23, -0.09, -0.24], [-0.12, 0.44, 0.00], [0.10, -0.20, -0.04], [-0.22, 0.11, -0.03], [0.20, 0.04, 0.09], [-0.44, -0.10, -0.13], [0.06, -0.12, 0.28], [-0.11, -0.15, -0.23], [-0.03, -0.10, -0.20], [-0.04, -0.01, 0.11], [-0.04, -0.12, -0.02], [0.01, 0.03, 0.04], [0.10, -0.20, 0.11], [0.04, -0.04, -0.12], [-0.17, 0.06, -0.17], [-0.14, 0.16, 0.14], [0.04, -0.02, 0.15], [0.26, -0.03, -0.04], [0.01, -0.01, -0.04], [0.09, 0.11, 0.00], [0.02, 0.00, -0.13], [0.08, 0.06, 0.14], [-0.26, 0.00, -0.24], [0.10, -0.19, 0.28], [-0.36, 0.22, 0.04], [0.17, -0.15, 0.00], [-0.06, 0.26, 0.02], [-0.08, -0.25, -0.05], [0.26, 0.46, 0.14], [-0.02, -0.16, -0.31], [0.22, 0.10, 0.19], [0.14, -0.01, 0.12], [-0.02, 0.01, -0.11], [0.13, 0.01, -0.01], [-0.04, -0.01, -0.02], [0.13, -0.17, -0.13], [0.05, -0.04, 0.11], [0.04, 0.20, 0.15], [-0.16, 0.17, -0.12], [-0.03, -0.04, -0.13], [-0.02, -0.25, 0.06], [0.03, -0.01, -0.01], [-0.13, -0.04, 0.02], [0.03, -0.01, 0.12], [-0.12, -0.07, -0.12], [0.01, 0.31, -0.16], [0.14, -0.33, -0.05], [-0.29, 0.14, -0.29], [0.19, -0.08, 0.14], [-0.25, 0.05, 0.01], [0.23, 0.02, -0.13], [-0.44, -0.13, 0.31], [0.26, 0.23, 0.05], [-0.11, -0.21, 0.15], [0.00, -0.16, 0.08], [0.02, 0.11, 0.03], [0.02, -0.04, 0.13], [0.01, 0.04, -0.03], [0.22, 0.04, 0.12], [0.02, -0.13, 0.01], [-0.22, -0.12, 0.03], [-0.15, 0.21, -0.06], [0.07, 0.12, 0.00], [0.21, -0.10, -0.11], [0.02, 0.00, 0.02], [0.02, 0.02, -0.13], [-0.02, -0.13, -0.03], [0.07, 0.13, -0.08]], "homo_ev": -8.9, "mol_weight_g_mol": 642.86, "orbital_gap_ev": 9.37, "smiles": "C#C[Si@H](CC(=O)N(C)C)N(C(C)=O)C(C)=O.COCCOCCOC.COCCOCCOC.COCCOCCOC", "multiplicity": 1}